Density functional theory data (ωB97M-V/def2-TZVPD) for a structure of composition C11H26BaN4O7S.

Results
Relative energy (zero: lowest compared OMol25 entry of this formula, charge and spin) (kcal per mole): 103.3
HOMO level (spin up / spin down) (eV): -6.10 / -6.17
HOMO-LUMO gap (spin up / spin down) (eV): 3.88 / 2.77
LUMO energy (spin up / spin down) (eV): -2.2214 / -3.3957

Geometry as XYZ:
```
50
Properties=species:S:1:pos:R:3:lowdin_charge:R:1
O 0.113 -1.650 -4.926 -0.191
H -0.311 -1.242 -5.695 0.030
Ba 0.451 -0.205 -2.110 1.769
N 0.064 1.980 0.334 -0.025
N 1.599 2.305 -1.688 -0.222
N -1.106 -1.276 0.356 -0.003
N -1.026 -2.549 -1.924 -0.189
O -0.795 1.836 1.283 -0.183
O -1.265 -0.730 1.616 -0.102
O -1.216 -2.936 -3.153 -0.154
O 2.549 2.023 -2.433 -0.120
C 1.717 3.261 -0.716 -0.253
C 0.849 3.115 0.389 -0.253
C -1.718 -2.486 0.346 -0.243
C -1.681 -3.156 -0.941 -0.283
C 0.846 4.116 1.482 -0.027
H 1.749 4.041 2.091 0.090
H -0.029 3.953 2.128 0.080
H 0.815 5.149 1.049 0.099
C 2.786 4.296 -0.848 -0.025
H 3.178 4.310 -1.877 0.083
H 3.602 4.052 -0.161 0.096
H 2.429 5.298 -0.590 0.080
C -2.424 -3.110 1.503 -0.016
C -2.405 -4.385 -1.297 -0.041
H -3.033 -2.343 1.983 0.084
H -1.710 -3.511 2.248 0.103
H -3.090 -3.920 1.172 0.073
H -1.854 -5.024 -1.976 0.083
H -3.335 -4.144 -1.817 0.099
H -2.644 -4.941 -0.399 0.063
H -1.088 0.242 1.400 0.036
H -0.581 -1.829 -4.164 -0.026
C -1.395 1.001 -2.341 -0.563
H -0.874 2.085 -2.133 -0.001
H -2.051 0.798 -1.226 0.056
H -1.829 0.785 -3.527 0.061
O -3.383 2.299 0.049 -0.099
H -3.977 1.628 0.342 0.008
H -2.543 2.129 0.612 0.034
C 3.525 -2.002 2.465 -0.259
S 1.856 -1.605 1.900 0.836
C 1.498 -0.273 3.061 -0.241
O 1.933 -1.031 0.493 -0.653
H 3.440 -2.721 3.294 0.058
H 4.040 -1.100 2.816 0.049
H 4.082 -2.446 1.635 0.058
H 1.076 0.589 2.526 0.041
H 0.754 -0.672 3.761 0.057
H 2.414 -0.004 3.607 0.047
```

Density functional theory data (ωB97M-V/def2-TZVPD) for a structure of composition C11H26CsN8O2S.

Results
Relative energy (zero: lowest compared OMol25 entry of this formula, charge and spin) (kcal per mole): 0.0
Total charge: +1
HOMO level (eV): -10.93
HOMO-LUMO gap (eV): 8.57
LUMO energy (eV): -2.3564

Geometry as XYZ:
```
49
Properties=species:S:1:pos:R:3:lowdin_charge:R:1
Cs -1.645 0.731 -0.884 1.055
C -4.560 -3.181 -2.542 -0.018
O -4.957 -2.014 -3.279 -0.010
C -4.229 -0.923 -3.070 -0.595
O -3.275 -0.849 -2.318 -0.204
N -4.690 0.119 -3.805 0.002
N -4.053 1.357 -3.700 0.047
H -3.534 -3.447 -2.785 0.098
H -5.243 -3.963 -2.856 0.100
H -4.655 -2.998 -1.473 0.098
H -5.465 -0.020 -4.435 0.160
H -4.727 2.061 -3.425 0.096
H -3.647 1.606 -4.594 0.097
C 1.908 1.486 -1.973 -0.197
N 1.354 0.397 -1.144 -0.215
C 1.861 -0.877 -1.688 -0.185
N 3.316 -0.929 -1.711 -0.086
C 3.807 0.186 -2.523 -0.163
N 3.363 1.480 -2.000 -0.085
C 3.846 1.609 -0.622 -0.161
N 3.354 0.527 0.237 -0.083
C 1.897 0.553 0.219 -0.223
C 3.799 -0.746 -0.339 -0.164
H 1.569 2.445 -1.568 0.127
H 1.529 1.384 -2.993 0.128
H 1.477 -1.007 -2.703 0.128
H 1.490 -1.697 -1.068 0.128
H 3.444 0.070 -3.547 0.129
H 4.898 0.163 -2.538 0.130
H 3.515 2.567 -0.215 0.129
H 4.937 1.592 -0.626 0.130
H 1.542 1.499 0.637 0.107
H 1.515 -0.259 0.844 0.119
H 3.431 -1.567 0.280 0.128
H 4.889 -0.774 -0.340 0.130
C -2.029 -0.551 5.854 -0.071
N -2.062 0.058 4.541 -0.060
C -0.992 0.538 3.886 -0.847
S -1.221 1.397 2.442 0.488
N 0.206 0.333 4.444 -0.032
C 1.475 0.822 3.934 -0.076
H -3.044 -0.807 6.144 0.093
H -1.618 0.130 6.604 0.095
H -1.451 -1.479 5.850 0.090
H -2.941 0.302 4.118 0.111
H 0.234 -0.178 5.311 0.121
H 1.279 1.529 3.136 0.030
H 2.084 0.002 3.551 0.087
H 2.018 1.324 4.733 0.092
```

Density functional theory data (ωB97M-V/def2-TZVPD) for a structure of composition C11H26F9N4O12SY.

Results
Relative energy (zero: lowest compared OMol25 entry of this formula, charge and spin) (kcal per mole): 13.5
HOMO level (eV): -8.60
HOMO-LUMO gap (eV): 7.95
LUMO energy (eV): -0.6492

Geometry as XYZ:
```
64
Properties=species:S:1:pos:R:3:lowdin_charge:R:1
Y -1.065 0.604 0.634 1.633
C -0.678 4.671 -1.745 -0.654
F 0.105 5.620 -2.236 0.142
F -1.935 5.104 -1.731 0.124
F -0.615 3.640 -2.601 0.115
S -0.084 4.206 -0.003 0.535
O -0.593 5.276 0.848 -0.301
O -0.648 2.883 0.243 -0.423
O 1.357 4.254 -0.128 -0.301
C 2.038 0.350 2.461 -0.414
O 1.543 -0.905 2.968 -0.123
O 1.031 0.858 1.740 -0.238
C 2.395 1.264 3.673 -0.512
F 1.309 1.425 4.476 0.120
F 3.361 0.650 4.421 0.098
F 2.856 2.485 3.337 0.148
C 2.441 -1.828 3.566 -0.245
C 1.620 -3.120 3.847 -0.050
H 2.267 -3.990 3.790 0.073
H 1.109 -3.080 4.808 0.070
H 0.836 -3.090 3.086 0.053
H 2.780 -1.470 4.536 0.106
H 3.273 -2.104 2.917 0.121
H 2.917 0.274 1.809 0.163
C -0.171 -2.530 -0.516 -0.460
O 0.019 -2.736 -1.900 -0.094
O -1.009 -1.501 -0.377 -0.242
C -0.708 -3.821 0.181 -0.525
F -1.225 -3.555 1.399 0.118
F -1.605 -4.485 -0.571 0.147
F 0.325 -4.685 0.404 0.100
C 0.990 -3.654 -2.396 -0.275
C 0.907 -3.660 -3.897 -0.070
H 1.691 -4.286 -4.320 0.079
H -0.129 -3.928 -4.109 0.086
H 1.149 -2.660 -4.264 0.058
H 0.773 -4.602 -1.900 0.111
H 2.014 -3.329 -2.158 0.122
H 0.824 -2.387 -0.060 0.159
O -1.822 1.988 2.411 -0.087
H -1.114 2.237 3.028 0.092
H -2.590 2.499 2.687 0.092
O -3.394 0.084 0.927 -0.076
H -3.950 0.116 1.715 0.089
H -4.001 -0.066 0.191 0.090
O -1.292 -0.876 2.531 -0.096
H -0.580 -1.070 3.165 0.069
H -1.888 -1.634 2.563 0.069
C -2.919 1.856 -2.221 -0.626
O -2.279 1.415 -1.253 -0.084
N -2.663 1.430 -3.472 0.200
N -3.923 2.750 -2.057 0.191
H -3.256 1.757 -4.211 0.108
H -1.798 0.972 -3.694 0.121
H -4.601 2.992 -2.750 0.111
H -4.095 2.804 -1.061 0.121
C 1.392 1.005 -2.068 -0.602
O 0.543 0.771 -1.205 -0.054
N 1.729 0.134 -3.042 0.184
N 2.206 2.109 -1.977 0.186
H 2.626 0.238 -3.468 0.099
H 1.112 -0.632 -3.246 0.088
H 2.026 2.789 -1.243 0.065
H 3.067 2.171 -2.481 0.096
```

Density functional theory data (ωB97M-V/def2-TZVPD) for a cluster of 2 separate species, C11H26N2O14P2 in total.

Results
SMILES: O=P(O)(O)OC[C@@H](O)[C@@H](O)[C@H](O)[C@@H](O)COP(=O)(O)O.CNC(=O)CNC(C)=O
HOMO level (eV): -9.41
HOMO-LUMO gap (eV): 9.14
LUMO energy (eV): -0.2680

Geometry as XYZ:
```
55
Properties=species:S:1:pos:R:3:lowdin_charge:R:1
O 0.233 -0.136 -3.450 -0.241
P 0.356 0.649 -2.217 0.306
O 1.654 1.457 -2.525 -0.086
O -0.839 1.644 -1.944 -0.071
O 0.440 -0.254 -0.876 -0.167
C 1.765 -0.731 -0.582 -0.159
C 1.684 -1.486 0.747 -0.298
O 0.597 -2.412 0.633 -0.012
C 2.949 -2.281 1.100 -0.248
O 4.152 -1.510 0.903 -0.002
C 2.821 -2.781 2.566 -0.257
O 3.398 -1.859 3.508 -0.013
C 3.450 -4.180 2.710 -0.286
O 3.896 -4.390 4.059 -0.022
C 2.416 -5.250 2.324 -0.158
O 3.094 -6.451 1.929 -0.148
P 2.057 -7.570 1.396 0.296
O 1.284 -7.126 0.227 -0.252
O 2.910 -8.864 1.110 -0.056
O 0.941 -7.917 2.438 -0.084
H 1.579 1.420 -3.492 0.100
H -0.613 1.941 -1.057 0.083
H 2.481 0.094 -0.487 0.130
H 2.114 -1.405 -1.373 0.148
H 1.482 -0.761 1.545 0.162
H -0.140 -1.963 0.173 0.103
H 2.985 -3.146 0.428 0.161
H 4.388 -1.438 -0.037 0.105
H 1.758 -2.874 2.819 0.154
H 3.267 -2.200 4.411 0.102
H 4.312 -4.255 2.037 0.160
H 4.696 -3.855 4.214 0.109
H 1.752 -5.435 3.176 0.142
H 1.799 -4.883 1.494 0.125
H 3.411 -8.946 1.928 0.085
H 0.282 -8.252 1.815 0.096
C -5.438 7.967 -0.571 -0.053
N -4.907 6.705 -1.081 0.021
C -5.463 5.506 -0.876 -0.493
O -6.484 5.371 -0.211 0.035
C -4.791 4.253 -1.467 -0.046
N -3.351 4.335 -1.773 0.071
C -2.804 5.088 -2.726 -0.562
C -1.323 4.917 -2.961 0.006
O -3.433 5.907 -3.379 0.039
H -5.547 7.912 0.514 0.084
H -6.419 8.153 -1.011 0.086
H -4.767 8.788 -0.828 0.083
H -4.139 6.741 -1.740 0.095
H -5.319 4.017 -2.392 0.133
H -4.957 3.432 -0.771 0.129
H -2.749 3.678 -1.307 0.124
H -0.782 5.111 -2.038 0.085
H -1.005 5.622 -3.728 0.088
H -1.135 3.903 -3.306 0.069
```

| no. | electronic energy (eV) |
| --- | --- |
| 1 | -43638.1028 |
| 2 | -39223.4821 |
| 3 | -78703.0717 |
| 4 | -62057.0736 |